Record 1
Computed, not measured: a 2-piece molecular cluster, C37H39BO2S2 overall in a non-equilibrium geometry, with ωB97M-V/def2-TZVPD.

Output
Relative energy (zero: lowest compared OMol25 entry of this formula, charge and spin), eV: 0.000
Structure (SMILES): CC1(C)OB([C@H](C=C(c2ccccc2)c2ccccc2)c2ccccc2)OC1(C)C.Cc1ccc(-c2ccc(C)s2)s1
HOMO level, eV: -6.874
Frontier orbital gap, Ha: 0.254

Last column: Mulliken charge in e.
CARTESIAN COORDINATES (ANGSTROEM)
C1 1.939 1.719 -3.274  -1.775
C2 0.477 1.430 -3.016  1.925
C3 -0.195 0.899 -4.266  -1.669
O1 0.425 0.319 -2.084  -0.607
B1 0.172 0.984 -0.891  0.024
C4 0.942 0.402 0.267  1.152
C5 0.233 -0.019 1.464  -1.343
C6 0.692 -0.946 2.348  1.388
C7 0.101 -0.886 3.698  0.495
C8 -0.403 0.340 4.185  -0.203
C9 -0.971 0.410 5.449  -1.027
C10 -1.106 -0.741 6.227  -0.581
C11 -0.668 -1.968 5.727  -1.036
C12 -0.071 -2.048 4.471  -0.168
C13 1.730 -1.954 2.037  0.867
C14 1.916 -2.470 0.749  0.522
C15 2.867 -3.450 0.469  -1.319
C16 3.591 -4.014 1.525  -0.550
C17 3.419 -3.521 2.832  -0.807
C18 2.547 -2.466 3.072  -0.703
C19 1.913 1.554 0.584  -0.130
C20 3.150 1.624 -0.071  -0.418
C21 3.938 2.772 0.062  -0.599
C22 3.532 3.804 0.907  -0.664
C23 2.391 3.646 1.689  -0.860
C24 1.591 2.506 1.560  0.323
O2 -0.737 2.000 -0.992  -0.475
C25 -0.279 2.616 -2.237  1.410
C26 0.603 3.761 -1.771  -1.127
C27 -1.449 3.164 -2.988  -1.882
H1 2.040 2.579 -3.937  0.382
H2 2.473 1.922 -2.340  0.348
H3 2.426 0.854 -3.735  0.321
H4 -0.148 1.652 -5.069  0.342
H5 0.315 -0.016 -4.606  0.436
H6 -1.232 0.593 -4.045  0.045
H7 1.504 -0.424 -0.172  -0.297
H8 -0.638 0.575 1.738  0.656
H9 -0.333 1.246 3.577  0.134
H10 -1.306 1.385 5.804  0.424
H11 -1.562 -0.672 7.210  0.401
H12 -0.783 -2.866 6.324  0.409
H13 0.265 -3.019 4.084  0.474
H14 1.252 -2.130 -0.043  0.076
H15 3.035 -3.790 -0.555  0.437
H16 4.275 -4.843 1.342  0.401
H17 3.964 -3.971 3.668  0.411
H18 2.473 -2.041 4.083  0.598
H19 3.478 0.750 -0.642  0.520
H20 4.889 2.804 -0.470  0.411
H21 4.147 4.726 0.989  0.343
H22 2.134 4.366 2.464  0.434
H23 0.758 2.304 2.237  0.129
H24 1.212 4.189 -2.583  0.284
H25 -0.069 4.539 -1.405  0.436
H26 1.241 3.487 -0.922  -0.093
H27 -1.049 3.723 -3.834  0.341
H28 -2.120 2.371 -3.331  0.228
H29 -2.002 3.846 -2.342  0.501
C28 -3.436 -1.848 -5.545  -1.383
C29 -3.318 -1.300 -4.184  0.778
C30 -4.071 -0.292 -3.612  -0.761
C31 -3.624 0.074 -2.327  -0.620
C32 -2.509 -0.661 -1.942  1.563
C33 -2.038 -0.807 -0.660  -0.396
C34 -2.554 -0.210 0.498  -0.723
C35 -2.566 -1.161 1.540  -0.838
C36 -1.937 -2.358 1.193  0.811
C37 -2.036 -3.670 1.831  -1.347
S1 -1.195 -2.307 -0.347  -0.345
S2 -2.118 -1.893 -3.111  -0.212
H30 -4.159 -1.274 -6.123  0.374
H31 -2.463 -1.819 -6.042  0.303
H32 -3.774 -2.885 -5.513  0.310
H33 -4.837 0.239 -4.175  0.329
H34 -4.112 0.765 -1.644  0.466
H35 -2.921 0.821 0.502  0.555
H36 -3.116 -1.009 2.457  0.522
H37 -2.743 -3.602 2.662  0.359
H38 -2.344 -4.438 1.103  0.353
H39 -1.058 -3.968 2.213  0.208



Record 2
Computed, not measured: C37H39FeN8O2S as an isolated structure, with ωB97M-V/def2-TZVPD.

Output
Relative energy (zero: lowest compared OMol25 entry of this formula, charge and spin), eV: 0.000
HOMO level, eV: -8.877
Frontier orbital gap, Ha: 0.205
Charge: +1

Last column: Mulliken charge in e.
CARTESIAN COORDINATES (ANGSTROEM)
Fe1 0.380 0.022 -0.647  -0.187
C1 6.516 2.920 1.416  -1.641
C2 5.241 2.131 1.318  -0.154
C3 4.768 1.352 2.327  -0.883
C4 3.538 0.628 2.247  0.482
C5 3.260 -0.118 3.404  -0.570
N1 2.170 -0.631 3.929  0.001
C6 0.751 -0.380 3.661  0.304
C7 0.013 -0.536 4.999  -0.880
C8 -1.507 -0.334 4.977  -1.076
N2 -2.205 -1.353 4.196  -0.107
C9 -1.995 -1.330 2.882  -1.242
C10 -1.975 -2.336 1.949  0.357
C11 -2.407 -3.685 2.142  -0.628
C12 -2.042 -4.668 1.284  0.149
C13 -2.527 -6.083 1.402  -1.747
C14 -1.142 -4.322 0.228  -0.745
C15 -0.711 -3.056 -0.030  0.961
C16 0.272 -2.864 -1.087  -0.298
N3 0.846 -1.768 -1.386  0.420
C17 1.907 -1.829 -2.392  -1.346
C18 1.678 -0.918 -3.594  -0.500
C19 1.588 0.590 -3.266  -0.857
N4 1.752 0.801 -1.827  0.330
C20 2.837 1.334 -1.437  -0.520
C21 3.336 1.402 -0.065  1.047
C22 4.500 2.109 0.118  -0.313
C23 2.773 0.616 1.015  0.292
O1 1.733 -0.084 0.886  -0.588
C24 -1.195 -1.958 0.783  0.424
O2 -0.857 -0.765 0.626  -0.268
H1 6.882 2.948 2.441  0.369
H2 6.369 3.948 1.085  0.378
H3 7.299 2.483 0.793  0.347
H4 5.329 1.292 3.255  0.360
H5 4.127 -0.302 4.033  0.461
H6 2.332 -1.169 4.768  0.378
H7 0.406 -1.065 2.889  0.128
H8 0.650 0.629 3.261  -0.044
H9 0.432 0.181 5.712  0.451
H10 0.218 -1.536 5.399  0.455
H11 -1.760 0.642 4.558  0.356
H12 -1.888 -0.355 5.996  0.415
H13 -2.403 -2.234 4.648  0.282
H14 -1.677 -0.363 2.508  0.926
H15 -3.064 -3.915 2.975  0.398
H16 -3.128 -6.220 2.300  0.379
H17 -1.692 -6.785 1.439  0.377
H18 -3.142 -6.351 0.541  0.344
H19 -0.789 -5.123 -0.415  0.499
H20 0.554 -3.774 -1.621  0.295
H21 2.020 -2.856 -2.752  0.644
H22 2.839 -1.557 -1.887  0.328
H23 0.763 -1.223 -4.096  0.225
H24 2.514 -1.087 -4.275  0.450
H25 0.611 0.964 -3.565  -0.049
H26 2.355 1.147 -3.810  0.669
H27 3.524 1.730 -2.190  0.274
H28 4.894 2.658 -0.732  0.511
N5 -2.174 -2.379 -3.954  -0.531
C25 -2.166 -1.497 -2.887  0.174
S1 -3.225 -1.815 -1.579  -0.444
N6 -1.337 -0.497 -3.038  -1.279
N7 -1.111 0.313 -1.956  1.824
C26 -1.687 1.459 -1.916  0.654
C27 -2.633 1.971 -2.936  -0.975
C28 -2.281 3.125 -3.636  -0.103
C29 -3.122 3.637 -4.612  -0.879
C30 -4.327 3.004 -4.883  -0.425
C31 -4.682 1.860 -4.183  -0.997
C32 -3.839 1.339 -3.212  0.031
C33 -1.298 2.308 -0.774  1.041
C34 -1.965 3.484 -0.449  -1.054
C35 -1.557 4.205 0.658  -0.718
C36 -0.494 3.732 1.412  -1.305
C37 0.107 2.547 1.032  -0.145
N8 -0.279 1.843 -0.030  0.584
H29 -3.009 -2.937 -4.013  0.266
H30 -1.844 -1.998 -4.828  0.234
H31 -1.340 3.621 -3.422  0.457
H32 -2.838 4.528 -5.157  0.399
H33 -4.989 3.404 -5.641  0.409
H34 -5.621 1.365 -4.394  0.436
H35 -4.107 0.442 -2.664  0.422
H36 -2.791 3.813 -1.062  0.605
H37 -2.063 5.122 0.928  0.451
H38 -0.132 4.267 2.279  0.538
H39 0.936 2.143 1.597  0.502



Record 3
Computed, not measured: C37H40Br2ClN3O4P2SiZr as an isolated structure, with ωB97M-V/def2-TZVPD.

Output
Relative energy (zero: lowest compared OMol25 entry of this formula, charge and spin), eV: 0.746
HOMO level, eV: -12.155
Frontier orbital gap, Ha: 0.210
Charge: +2

Last column: Mulliken charge in e.
CARTESIAN COORDINATES (ANGSTROEM)
Zr1 -0.661 -0.384 0.353  -0.795
C1 2.165 1.593 2.144  -1.260
P1 0.383 1.809 1.813  2.012
C2 -0.300 2.168 3.441  -1.191
C3 0.279 3.350 0.850  0.056
C4 0.391 4.590 1.473  -0.756
C5 0.290 5.758 0.734  -0.893
C6 0.060 5.700 -0.634  -0.808
C7 -0.037 4.471 -1.268  -1.101
C8 0.080 3.293 -0.532  0.439
P2 0.172 1.685 -1.346  2.028
C9 1.920 1.600 -1.850  -1.218
C10 -0.757 1.822 -2.899  -1.792
H1 2.601 2.555 2.413  0.465
H2 2.697 1.183 1.286  0.309
H3 2.277 0.903 2.981  0.466
H4 0.329 2.884 3.970  0.629
H5 -0.317 1.219 3.990  0.235
H6 -1.312 2.558 3.344  0.126
H7 0.542 4.651 2.545  0.404
H8 0.384 6.718 1.229  0.488
H9 -0.029 6.612 -1.211  0.465
H10 -0.192 4.441 -2.340  0.395
H11 2.117 2.380 -2.586  0.507
H12 2.177 0.633 -2.273  0.284
H13 2.553 1.785 -0.983  0.354
H14 -0.254 2.515 -3.574  0.683
H15 -1.764 2.184 -2.691  0.430
H16 -0.841 0.850 -3.381  0.284
O1 -6.823 -0.147 -2.016  -0.455
C11 -5.553 -0.525 -1.875  0.493
O2 -5.127 -1.533 -2.357  -0.469
C12 -4.642 0.332 -1.065  0.229
C13 -4.836 1.346 -0.136  0.310
Cl1 -6.271 2.133 0.300  -0.245
N1 -3.659 1.668 0.429  -0.132
N2 -2.663 0.917 -0.120  1.358
C14 -3.271 0.133 -1.007  1.032
C15 -2.425 -0.965 -1.591  -0.087
O3 -2.119 -1.099 -2.738  -0.522
O4 -1.920 -1.667 -0.571  -0.538
C16 -3.503 2.656 1.464  -0.926
C17 -3.947 2.329 2.740  0.001
C18 -3.944 3.308 3.720  -0.981
C19 -3.513 4.593 3.415  -0.549
C20 -3.084 4.905 2.133  -0.863
C21 -3.077 3.934 1.140  -0.056
H17 -7.018 0.685 -1.572  0.295
H18 -4.302 1.329 2.952  0.628
H19 -4.293 3.071 4.718  0.439
H20 -3.530 5.362 4.177  0.464
H21 -2.775 5.914 1.895  0.506
H22 -2.774 4.171 0.127  0.593
Br1 -2.119 -0.720 2.590  -0.030
C22 -0.896 -0.923 4.310  -1.069
Br2 1.081 -1.719 1.862  0.203
H23 -0.995 -2.014 4.401  0.312
H24 -1.654 -0.525 5.005  0.404
C23 0.057 -6.012 -2.171  -0.410
C24 -0.706 -5.305 -1.248  -0.666
C25 -0.081 -4.581 -0.247  -0.496
C26 1.314 -4.519 -0.176  0.823
C27 2.071 -5.231 -1.116  -0.342
C28 1.443 -5.983 -2.103  -0.878
Si1 2.245 -3.721 1.201  -0.074
C29 3.967 -3.218 0.815  0.308
C30 4.949 -3.318 1.805  -0.494
C31 6.257 -2.937 1.538  -0.680
C32 6.590 -2.448 0.284  -0.434
C33 5.624 -2.340 -0.711  -0.743
C34 4.322 -2.724 -0.446  0.343
H25 -0.433 -6.597 -2.940  0.431
H26 -1.787 -5.336 -1.300  0.455
H27 -0.688 -4.065 0.484  0.427
H28 3.156 -5.213 -1.077  0.468
H29 2.035 -6.547 -2.812  0.432
H30 2.127 -4.340 2.525  -0.181
H31 4.697 -3.702 2.788  0.376
H32 7.016 -3.029 2.304  0.428
H33 7.612 -2.153 0.076  0.417
H34 5.900 -1.969 -1.691  0.419
H35 3.573 -2.657 -1.229  0.232
C35 2.168 -2.153 -4.320  -1.347
C36 1.038 -2.684 -3.430  0.271
C37 0.890 -1.920 -2.207  -0.173
N3 0.747 -1.323 -1.239  0.258
H36 2.257 -2.786 -5.200  0.438
H37 3.124 -2.167 -3.795  0.276
H38 1.962 -1.136 -4.656  0.381
H39 1.199 -3.719 -3.120  -0.371
H40 0.059 -2.636 -3.915  0.516



Record 4
Computed, not measured: C37H40ClCoN4OPSSe2 as an isolated structure in a non-equilibrium geometry, with ωB97M-V/def2-TZVPD.

Output
Relative energy (zero: lowest compared OMol25 entry of this formula, charge and spin), eV: 0.000
HOMO level, eV: -10.017
Frontier orbital gap, Ha: 0.243
Charge: +1

Last column: Mulliken charge in e.
CARTESIAN COORDINATES (ANGSTROEM)
Co1 -0.197 -1.148 -0.219  -0.785
Cl1 -2.636 -4.241 5.814  -0.220
C1 -1.915 -3.749 4.307  0.039
C2 -0.962 -4.584 3.684  -0.501
C3 -0.381 -4.240 2.498  -0.964
C4 -0.714 -3.023 1.850  0.136
O1 -0.168 -2.759 0.717  -0.112
C5 -1.669 -2.188 2.493  0.523
C6 -2.080 -0.963 1.931  0.138
N1 -1.662 -0.457 0.831  0.841
C7 -2.131 0.803 0.360  0.185
C8 -3.192 1.515 0.829  -0.371
C9 -3.515 2.778 0.278  -0.963
C10 -2.787 3.306 -0.745  -0.933
C11 -1.703 2.570 -1.279  1.119
C12 -0.916 3.013 -2.370  -1.071
C13 0.087 2.225 -2.830  -1.453
C14 0.332 0.975 -2.213  -0.317
N2 -0.367 0.536 -1.208  1.600
C15 -1.389 1.322 -0.724  -0.017
C16 -2.258 -2.581 3.728  -1.128
H1 -0.693 -5.517 4.165  0.435
H2 0.349 -4.881 2.021  0.508
H3 -2.801 -0.386 2.512  0.124
H4 -3.818 1.110 1.618  0.528
H5 -4.366 3.322 0.668  0.441
H6 -3.041 4.270 -1.172  0.485
H7 -1.133 3.971 -2.832  0.486
H8 0.705 2.525 -3.669  0.552
H9 1.116 0.319 -2.567  0.657
H10 -2.999 -1.944 4.202  0.457
Se1 1.635 -2.043 -1.523  -0.270
P1 -0.104 -2.736 -2.654  0.519
Se2 -1.967 -2.220 -1.689  -0.338
C17 0.052 -4.521 -2.902  1.124
C18 1.265 -5.037 -3.361  -0.338
C19 1.417 -6.401 -3.534  -0.797
C20 0.367 -7.262 -3.233  -0.463
C21 -0.834 -6.755 -2.763  -0.690
C22 -0.995 -5.383 -2.596  -0.507
C23 -0.013 -1.919 -4.280  0.907
C24 -1.097 -1.233 -4.819  -0.360
C25 -0.967 -0.564 -6.033  -0.707
C26 0.242 -0.579 -6.712  -0.486
C27 1.327 -1.268 -6.180  -0.810
C28 1.204 -1.926 -4.969  -0.339
H11 2.101 -4.380 -3.565  0.194
H12 2.359 -6.796 -3.894  0.415
H13 0.491 -8.330 -3.359  0.396
H14 -1.650 -7.424 -2.519  0.414
H15 -1.931 -4.990 -2.224  0.328
H16 -2.042 -1.220 -4.294  0.400
H17 -1.816 -0.032 -6.445  0.435
H18 0.342 -0.055 -7.655  0.424
H19 2.273 -1.286 -6.708  0.418
H20 2.066 -2.429 -4.550  0.211
C29 2.903 5.380 0.700  -1.216
C30 3.442 4.132 1.398  -0.109
C31 3.392 2.869 0.540  -0.720
C32 2.013 2.529 -0.006  -1.066
N3 0.996 2.410 1.051  0.619
C33 0.706 1.297 1.721  -0.478
S1 1.375 -0.249 1.317  -0.428
N4 -0.159 1.367 2.729  0.730
C34 -0.914 2.551 3.144  -0.999
C35 -0.141 3.532 4.024  -0.212
C36 0.105 3.057 5.456  -0.710
C37 1.132 1.931 5.597  -0.935
H21 3.054 6.270 1.312  0.396
H22 1.829 5.314 0.491  0.236
H23 3.411 5.545 -0.255  0.324
H24 2.898 3.964 2.332  -0.088
H25 4.479 4.303 1.688  0.440
H26 3.754 2.013 1.118  0.279
H27 4.063 2.982 -0.317  0.480
H28 2.051 1.583 -0.536  0.102
H29 1.661 3.292 -0.699  0.558
H30 0.635 3.278 1.416  0.395
H31 -0.332 0.483 3.179  0.287
H32 -1.789 2.188 3.684  0.664
H33 -1.294 3.048 2.246  0.124
H34 -0.717 4.461 4.044  0.471
H35 0.822 3.770 3.558  -0.118
H36 -0.849 2.750 5.898  0.315
H37 0.445 3.917 6.036  0.384
H38 0.770 0.977 5.206  0.174
H39 1.385 1.769 6.645  0.396
H40 2.058 2.175 5.067  0.204



Record 5
Computed, not measured: C37H40FN8O3ReSb as an isolated structure in a non-equilibrium geometry, with ωB97M-V/def2-TZVPD.

Output
Relative energy (zero: lowest compared OMol25 entry of this formula, charge and spin), eV: 0.344
2S+1: 2
HOMO level (alpha / beta), eV: -17.578 / -17.529
Frontier orbital gap (alpha / beta), Ha: 0.212 / 0.214
Charge: +4
Expectation value of S²: 0.788

Last column: Löwdin spin population.
CARTESIAN COORDINATES (ANGSTROEM)
Re1 0.827 -0.137 2.483  0.757
C1 -1.070 -1.939 4.386  0.024
C2 0.000 -1.291 5.217  0.004
C3 0.060 -1.516 6.582  0.000
C4 1.066 -0.943 7.330  0.001
C5 2.013 -0.148 6.685  -0.001
C6 1.918 0.071 5.326  0.001
N1 0.901 -0.498 4.604  0.001
Sb1 3.525 1.250 4.444  0.003
C7 3.795 -0.349 3.075  0.005
C8 5.012 -0.898 2.748  0.034
C9 5.115 -2.065 1.917  0.001
C10 4.008 -2.745 1.619  0.027
C11 2.689 -2.324 2.199  0.008
C12 2.390 -3.306 3.334  0.007
N2 2.638 -0.935 2.671  0.033
C13 2.052 2.371 3.371  0.021
C14 2.207 3.737 3.326  0.001
C15 1.073 4.546 3.407  0.008
C16 -0.126 3.955 3.746  0.003
C17 -0.253 2.569 3.788  0.001
C18 -1.490 1.968 4.402  0.000
N3 0.808 1.792 3.414  0.012
H1 -1.216 -2.976 4.689  0.002
H2 -0.807 -1.947 3.320  0.012
H3 -2.028 -1.427 4.522  0.000
H4 -0.686 -2.154 7.044  0.000
H5 1.127 -1.116 8.398  0.000
H6 2.820 0.299 7.252  0.000
H7 5.920 -0.402 3.082  0.002
H8 6.083 -2.416 1.581  0.000
H9 4.042 -3.687 1.091  0.001
H10 2.351 -4.312 2.917  0.000
H11 1.423 -3.051 3.769  0.001
H12 3.166 -3.265 4.104  0.000
H13 3.197 4.176 3.282  0.000
H14 1.154 5.624 3.325  0.000
H15 -0.984 4.562 4.023  0.000
H16 -1.581 2.374 5.411  0.000
H17 -1.426 0.890 4.482  0.000
H18 -2.402 2.244 3.867  0.000
C19 -0.919 -3.756 -4.709  0.000
C20 0.370 -2.978 -4.505  0.000
N4 0.375 -2.184 -3.227  0.000
C21 0.812 -2.764 -2.128  0.000
C22 0.913 -2.133 -0.901  0.001
C23 1.550 -2.939 0.137  0.001
O1 2.058 -4.010 0.010  0.002
O2 1.574 -2.252 1.335  0.008
C24 0.584 -0.754 -0.765  0.003
O3 0.754 -0.052 0.284  0.019
C25 0.027 -0.145 -1.968  0.000
C26 -0.426 1.182 -1.967  0.000
C27 -0.998 1.730 -3.073  0.000
F1 -1.379 3.016 -3.025  0.000
C28 -1.157 1.019 -4.282  0.000
C29 -0.688 -0.280 -4.287  0.000
C30 -0.093 -0.862 -3.167  0.000
N5 -1.740 1.562 -5.437  0.000
C31 -1.040 1.442 -6.721  0.000
C32 -2.012 1.316 -7.877  0.000
N6 -2.955 2.498 -7.859  0.000
C33 -3.666 2.599 -6.526  0.000
C34 -2.650 2.707 -5.403  0.000
H19 -0.864 -4.318 -5.644  0.000
H20 -1.791 -3.097 -4.753  0.000
H21 -1.072 -4.473 -3.899  0.000
H22 0.564 -2.292 -5.320  0.000
H23 1.223 -3.646 -4.454  0.000
H24 1.140 -3.793 -2.216  0.000
H25 -0.288 1.795 -1.089  0.000
H26 -0.814 -0.866 -5.188  0.000
H27 -0.393 0.573 -6.731  0.000
H28 -0.398 2.321 -6.882  0.000
H29 -2.623 0.422 -7.792  0.000
H30 -1.489 1.303 -8.828  0.000
H31 -3.633 2.419 -8.613  0.000
H32 -2.431 3.355 -8.035  0.000
H33 -4.269 1.702 -6.423  0.000
H34 -4.319 3.467 -6.547  0.000
H35 -3.208 2.721 -4.477  0.000
H36 -2.109 3.657 -5.480  0.000
N7 -2.331 -0.172 1.877  0.000
C35 -3.333 0.523 1.317  -0.003
C36 -2.805 1.720 0.887  -0.001
C37 -1.458 1.663 1.248  -0.001
N8 -1.171 0.516 1.864  0.001
H37 -2.380 -1.090 2.277  0.000
H38 -4.339 0.123 1.265  0.000
H39 -3.325 2.527 0.389  0.000
H40 -0.686 2.397 1.071  0.000